[1]
Molecular formula: C8H20N2O2
Method: DFT, ωB97M-V with the def2-TZVPD basis set

Structure (SMILES) = [H]/N=C\N(C)CC.CO[C@H](C)CO
Energy above the lowest of the compared OMol25 structures with the same formula, charge and spin = 10.60 kcal/mol

Geometry as ORCA input:
```
! RIJCOSX wB97M-V def2-TZVPD def2/J DEFGRID3
* xyz 0 1
O 4.04 0.01 0.04
O 2.61 -2.35 -0.22
N -2.53 0.01 -0.25
N -2.07 2.34 -0.10
C -4.84 -0.80 0.40
C 2.64 0.04 0.21
C 2.18 1.13 1.16
C 4.51 1.00 -0.85
C -3.47 -1.10 -0.18
C -2.83 1.32 0.00
C -1.23 -0.31 -0.77
C 2.29 -1.34 0.74
H 3.92 1.11 -1.76
H -3.87 1.50 0.23
H 2.85 -1.58 1.65
H -5.47 -1.70 0.45
H -5.37 -0.06 -0.23
H 2.38 2.13 0.78
H 1.22 -1.37 1.01
H 2.15 0.21 -0.76
H -3.63 -1.51 -1.20
H -2.98 -1.90 0.40
H -0.43 0.01 -0.07
H 2.65 0.98 2.14
H 4.54 1.98 -0.34
H 5.56 0.76 -1.12
H -4.78 -0.38 1.41
H -1.12 2.08 -0.40
H 1.10 1.09 1.33
H -1.02 0.16 -1.75
H -1.19 -1.40 -0.89
H 2.18 -2.08 -1.05
*
```

***

[2]
Molecular formula: C51H90N6O8S2
Method: DFT, ωB97M-V with the def2-TZVPD basis set

Structure (SMILES) = CCCN(CCCSC(=S)N(c1ccccc1)c1ccccc1)C[C@@H](CCCCCOC)OCc1ccncc1.COCCNCCOC.COCCNCCOC.COCCNCCOC

Geometry as ORCA input:
```
! RIJCOSX wB97M-V def2-TZVPD def2/J DEFGRID3
* xyz 0 1
S 4.03 -2.32 -4.32
S 1.56 -2.92 -2.89
O -1.91 -3.16 0.38
O -1.07 12.21 5.91
O 1.05 -6.74 2.72
O 8.56 -7.73 3.33
O -5.91 4.05 -0.88
O -7.13 7.81 1.48
O -2.96 9.43 2.74
O 5.83 -6.24 -0.07
N -5.47 7.24 -0.97
N -0.81 -0.21 -0.69
N -5.94 -6.08 -0.04
N 1.99 -3.68 -5.49
N -2.73 9.68 5.95
N 8.76 -5.67 1.13
C -2.58 1.38 0.10
C 4.57 -6.37 -5.85
C 7.92 -4.92 0.21
C 1.55 -0.94 -8.05
C -3.79 -5.96 -1.08
C 3.73 -5.41 -5.30
C 0.01 -2.73 -6.56
C -2.35 10.70 2.87
C 4.55 -6.62 -7.22
C -7.06 8.61 0.31
C 0.21 -1.78 -3.31
C 0.31 -3.17 1.26
C 2.06 -5.92 2.13
C 1.78 -2.78 1.10
C 3.65 -5.90 -8.02
C 0.16 -0.92 -8.16
C -6.81 7.79 -0.94
C -4.29 -4.46 0.67
C -1.16 1.18 -0.35
C 2.86 -4.66 -6.09
C -2.53 8.46 3.68
C -0.94 11.13 6.82
C 0.46 -0.36 -2.83
C -5.23 6.18 -1.96
C -0.60 -1.83 -7.43
C 5.93 -7.29 0.87
C -6.49 4.43 0.35
C -3.14 8.58 5.07
C -1.30 9.80 6.20
C 2.56 -2.97 -4.38
C -0.63 -2.53 0.24
C -0.12 -6.89 1.94
C -2.19 13.05 6.14
C 2.77 -3.47 2.06
C -2.82 2.87 0.45
C -5.05 -6.52 -0.94
C 2.22 -4.61 2.91
C 2.82 -4.94 -7.46
C 6.40 -5.01 0.33
C 1.40 -2.73 -6.43
C 0.52 -0.23 -1.31
C -6.01 7.88 2.33
C 2.16 -1.84 -7.18
C 9.29 -8.71 2.61
C -6.11 4.94 -1.96
C -2.03 -4.29 -0.44
C -3.38 -4.91 -0.27
C -0.84 -1.04 0.51
C 9.19 -6.46 3.43
C -5.53 -5.08 0.73
C 8.52 -5.42 2.55
H 0.11 -7.00 0.88
H -2.87 7.50 3.27
H -3.17 3.43 -0.42
H 8.20 -3.86 0.28
H -5.23 6.88 -0.06
H 9.08 -6.14 4.47
H -7.18 5.17 -2.06
H 10.34 -8.73 2.92
H -5.16 7.31 1.94
H 3.59 -3.88 1.46
H 5.99 -4.27 -0.37
H -0.55 -3.45 -5.98
H -6.63 3.53 0.94
H -0.82 -6.07 2.09
H -4.20 5.85 -1.83
H -0.98 1.78 -1.24
H -7.47 4.91 0.21
H -0.28 0.31 -3.25
H -1.51 11.31 7.74
H -3.30 1.06 -0.65
H 9.24 -8.55 1.53
H 6.88 -7.83 0.77
H 5.14 -8.00 0.66
H 8.65 -6.66 0.94
H -5.30 6.64 -2.95
H -3.13 12.60 5.82
H -3.55 2.96 1.25
H -0.71 9.70 5.28
H -1.43 8.40 3.70
H -0.34 -0.22 -8.81
H -4.22 8.66 4.95
H -1.68 -1.84 -7.52
H -4.03 -3.65 1.34
H -2.42 11.20 1.90
H 1.07 0.69 -1.06
H -0.05 -2.92 2.26
H -0.24 -2.70 -0.76
H 3.61 -6.07 -9.08
H 8.92 -4.44 2.81
H 3.23 -1.84 -7.10
H -2.95 7.65 5.61
H 10.26 -6.54 3.22
H -8.03 9.10 0.21
H -1.00 9.00 6.88
H -2.88 11.33 3.59
H 5.19 -7.34 -7.69
H -1.88 3.28 0.81
H -5.85 4.36 -2.85
H -3.07 10.55 5.56
H -1.24 -5.03 -0.26
H -5.33 -7.34 -1.57
H -6.96 8.43 -1.81
H -2.81 0.81 1.00
H -1.80 -0.96 1.01
H -2.27 13.32 7.20
H 3.22 -2.71 2.70
H 2.14 -4.42 -8.12
H 5.82 -6.94 1.90
H -0.61 -7.80 2.27
H -0.70 -2.17 -2.84
H -7.59 7.01 -0.97
H 1.43 -0.05 -3.22
H 2.96 -4.81 3.69
H 1.87 -5.73 1.08
H 2.98 -6.48 2.22
H -6.30 9.39 0.42
H -5.84 5.10 0.91
H 2.14 -0.25 -8.63
H -6.25 -4.72 1.46
H 8.84 -9.68 2.83
H 0.12 11.09 7.10
H 0.21 -4.25 1.17
H -1.30 10.63 3.14
H 1.31 -4.36 3.45
H 8.19 -5.24 -0.80
H 6.04 -4.72 1.32
H 5.24 -6.93 -5.22
H -0.49 1.52 0.45
H 1.13 -1.04 -0.92
H -3.12 -6.36 -1.83
H -2.04 13.96 5.56
H 1.84 -1.70 1.25
H 3.76 -5.25 -4.23
H -1.92 -3.99 -1.49
H 7.45 -5.42 2.80
H -0.09 -0.68 1.24
H 0.03 -1.78 -4.37
H 2.06 -2.97 0.07
H -5.69 8.91 2.50
H -6.29 7.44 3.29
*
```

***

[3]
Molecular formula: C6H10O2
Method: DFT, ωB97M-V with the def2-TZVPD basis set

Structure (SMILES) = C/C=C/CCC(=O)O
Energy above the lowest of the compared OMol25 structures with the same formula, charge and spin = 54.11 kcal/mol

Geometry as ORCA input:
```
! RIJCOSX wB97M-V def2-TZVPD def2/J DEFGRID3
* xyz 0 1
O -1.78 0.77 -3.08
O -0.81 -1.26 -3.02
C 0.01 0.29 -1.60
C -0.34 -0.78 -0.39
C 0.87 0.67 3.11
C 0.71 0.42 1.52
C -0.86 0.12 -2.73
C -0.42 0.02 0.85
H 1.08 -0.15 -1.79
H 1.88 0.32 3.32
H 0.27 0.07 3.75
H 1.02 1.74 3.43
H 0.03 1.30 -1.14
H -1.03 -1.58 -3.87
H 1.68 0.70 1.03
H -1.37 -1.21 -0.59
H 0.37 -1.59 -0.19
H -1.29 0.17 1.39
*
```

***

E
In order: -576.7521; -3723.8624; -385.0162
Unit: hartree
HOMO level
In order: -8.72; -8.34; -8.89
Unit: eV
Gap between HOMO and LUMO
In order: 9.3270; 7.5156; 9.6256
Unit: eV